(1)
ORCA calculation (the ωB97M-V functional and the def2-TZVPD basis) on C7H19BInNO5P as an isolated structure at a distorted geometry.

```
! wB97M-V def2-TZVPD RIJCOSX def2/J DEFGRID3
* xyz -1 1
H -1.6623 -0.0246 -2.4090
C -1.7893 -1.8888 -0.9919
C -1.0017 -0.5801 -1.5861
H -0.0114 -0.9302 -2.1259
H 3.0253 -3.0783 2.2320
H -1.7027 3.7778 1.7376
H 2.6584 0.2863 -1.6827
C 2.9962 1.3785 -1.3466
O 3.6107 -0.9883 0.7988
H 2.0062 -3.0211 0.9221
H 2.0105 0.1071 3.4252
C 1.8082 0.1744 2.2509
H -0.2781 0.9157 2.7927
O 0.7556 2.6636 -2.8071
C -3.3872 -1.5452 -0.7535
O -1.1038 -2.4485 0.1822
In -0.4282 0.9863 -0.0576
C 0.1847 0.1884 1.9671
H -0.2309 -0.8919 2.2299
H -0.2174 -2.8212 -0.1588
H -1.7690 -2.7091 -1.8588
H 1.4829 2.5414 -3.5077
N 2.1392 -2.6010 1.8899
H 3.7606 1.7612 -2.1519
H -4.0526 -2.4925 -1.0202
O -3.5791 2.0354 -0.0337
B -2.1911 2.4559 0.2502
O -1.8705 3.8171 0.7397
P 1.4014 2.4198 -1.1908
H 3.5151 1.3856 -0.2962
H -3.7001 1.0641 0.1772
H -3.5624 -1.2606 0.3680
H -3.7227 -0.6941 -1.5118
C 2.5556 -1.1670 1.6140
H 2.3498 1.1839 1.9129
*
```

The largest force on an atom comes out at 7.5 eV/A. Its gap between HOMO and LUMO is 5.97 eV. The calculation puts the energy relative to the best compared isomer or geometry (same formula, charge and spin) at 107.17 kcal per mole.

(2)
ORCA calculation (the ωB97M-V functional and the def2-TZVPD basis) on one molecule with the formula C7H19BN2 at a distorted geometry.

```
! wB97M-V def2-TZVPD RIJCOSX def2/J DEFGRID3
* xyz 0 1
H -1.5095 -0.7333 1.8562
C -0.9977 -1.2638 -0.1827
C -1.2980 -1.5555 1.2219
C -1.4751 1.9197 0.2305
H -0.4830 -2.1874 -0.6361
C 2.1979 -1.5362 -0.6293
C 2.4844 0.4005 0.8663
C 0.6511 2.3874 -0.6454
H -2.1680 -2.2631 1.3338
H 1.6951 -2.4709 -0.3887
H 0.1446 3.1606 -1.2147
H -1.8143 2.5172 -0.5497
N 1.5769 -0.3583 -0.0160
H 2.0148 -1.6258 -1.7742
H 1.9640 1.0937 1.6608
H -2.2679 1.1022 0.6393
H 1.3377 2.8795 0.2384
N -0.2308 1.3523 -0.1469
C -2.1853 -0.8981 -1.0310
H -2.5728 -1.8960 -1.3436
H 1.3096 1.9699 -1.3895
H 3.0863 1.0384 0.2760
H 3.0590 -0.3678 1.3245
H 3.2660 -1.4737 -0.5782
B 0.0554 -0.0411 -0.1664
H -1.7636 -0.2815 -1.9130
H -2.9929 -0.4923 -0.4641
H -0.4435 -2.0311 1.7334
H -1.3305 2.5768 1.2060
*
```

The largest force on an atom comes out at 5.3 eV/A. The structure (SMILES) is CC(C)B(N(C)C)N(C)C. Its gap between HOMO and LUMO is 8.52 eV. The calculation puts the energy relative to the best compared isomer or geometry (same formula, charge and spin) at 11.48 kcal per mole.

(3)
ORCA calculation (the ωB97M-V functional and the def2-TZVPD basis) on a 2-piece molecular cluster, C7H19BNO3PS overall at a distorted geometry.

```
! wB97M-V def2-TZVPD RIJCOSX def2/J DEFGRID3
* xyz 0 1
H -2.9356 -1.5502 1.3581
H 3.4777 0.7233 -0.4052
H -1.5214 -0.8769 0.4812
H -3.0317 0.3640 4.4744
H -1.5714 -1.6559 3.3489
C -0.5925 -1.6072 -1.6716
C -2.9828 0.6821 3.4302
H -1.7449 1.3416 -0.7664
H 3.2465 -1.0155 -0.6603
O -1.9791 0.7500 -1.5054
O 1.9137 2.2244 -3.2726
H -3.1493 1.7521 3.3668
H 3.9897 0.5367 -3.1062
C 3.1934 0.1264 -2.4920
H -1.4195 -2.1631 -2.0994
B 1.9469 1.1151 -2.4087
H -0.6234 -1.6198 -0.5772
H 4.7958 -0.2198 -1.0726
N -1.2700 -1.0502 2.5832
C -1.6324 0.3831 2.8789
C 3.7121 -0.1200 -1.0458
H 2.8566 -0.8209 -2.9136
H 0.1046 2.0889 0.6554
H -0.2461 -1.0323 2.5109
O -0.7527 1.1422 2.6623
H -1.4839 -2.5488 1.1032
H -3.7617 0.1692 2.8643
S 0.4448 2.4391 -0.6029
C -1.8529 -1.5419 1.2777
H 2.2794 3.0087 -2.8371
H 0.3676 -2.0294 -1.9529
P -0.6012 0.1675 -2.2493
C 0.8237 0.8376 -1.3563
*
```

The largest force on an atom comes out at 1.1 eV/A. Its gap between HOMO and LUMO is 3.63 eV.

(4)
ORCA calculation (the ωB97M-V functional and the def2-TZVPD basis) on a 3-piece molecular cluster, C7H19BrN3 overall at a distorted geometry.

```
! wB97M-V def2-TZVPD RIJCOSX def2/J DEFGRID3
* xyz 1 1
H 2.1484 -0.4498 1.4118
H -2.6910 0.7106 1.2075
H 0.7658 -1.4815 -3.3896
H 1.1680 -3.0808 2.2945
H 1.5899 -0.4763 -1.1636
H 1.4197 -1.6958 3.3530
H -0.0560 3.6195 -3.6897
N -0.5769 -1.3866 1.0068
H -0.7961 -0.6096 -3.7450
C -1.7191 0.9729 1.8416
H -0.4724 -1.7389 1.9938
H 2.6098 -1.8749 0.5269
N 0.5761 -1.1904 0.4517
H -1.3211 0.6898 3.8742
C 0.6669 -0.6933 -0.7494
H 2.8939 -2.5705 2.7791
Br -0.2069 1.8138 1.1396
C -0.5095 -0.6045 -1.7339
N 0.8138 3.2309 -3.3455
H 1.5606 3.3871 -4.0890
H 0.5903 0.5049 -3.1668
H -2.7060 1.8808 3.5449
H -2.8788 0.0814 3.3728
H -1.2823 -1.2291 -1.4990
H -0.9737 0.4858 -1.5280
C -2.1068 0.9473 3.2477
C 0.0987 -0.5363 -3.1331
C 1.8118 -2.1561 2.4491
H 1.0450 3.6319 -2.4560
C 1.8747 -1.3904 1.1861
*
```

The largest force on an atom comes out at 5.6 eV/A. Its gap between HOMO and LUMO (spin up / spin down) is 5.89 / 8.45 eV. The calculation puts the energy relative to the best compared isomer or geometry (same formula, charge and spin) at 58.02 kcal per mole.

Respective calculated total energy values: -1265.32712; -412.43898; -1322.85340; -3015.94567 Eh.